Below is a 3-piece molecular cluster, C5H15NS overall in a non-equilibrium geometry, with properties calculated with ωB97M-V/def2-TZVPD.

As for the multiplicity: 1. For the energy above the lowest of the compared OMol25 structures with the same formula, charge and spin, the calculation gives 240.6 kJ/mol.

The geometry in XYZ format:
```
22
Properties=species:S:1:pos:R:3:forces:R:3
C -1.404617 -1.508653 2.700761 0.0407 -0.3770 0.4604
C -0.833254 -2.542430 1.706030 -1.8758 0.2253 0.9448
S -0.186900 -1.871550 0.184880 -0.1907 2.1994 -2.2427
H -2.286612 -0.983138 2.302350 0.3692 -0.2106 0.0499
H -0.623454 -0.790313 2.925355 0.0054 0.3402 -0.0039
H -1.686931 -1.973725 3.679658 0.1261 0.1635 -0.8454
H -1.615039 -3.291989 1.531112 0.1931 0.0668 -0.1965
H -0.012621 -3.074610 2.193529 0.2391 0.1499 -0.3175
C 1.762656 2.748411 -1.597781 -0.2540 -0.0729 -0.1388
C 0.828493 1.792796 -0.854714 -0.6399 -0.1098 -0.4317
C -0.569758 2.407204 -0.587920 0.2020 -0.8771 -1.0119
N 0.699319 0.593443 -1.686838 -1.0433 -0.3703 -1.0969
H 2.710127 2.237043 -1.825217 -0.2944 0.2340 -0.0686
H 1.237360 3.032153 -2.539202 0.5337 -0.1942 0.4533
H 1.991166 3.663706 -1.075018 0.0467 0.3435 0.3411
H 1.153372 1.420963 0.105663 0.7329 0.1486 0.3024
H -0.967365 2.731498 -1.578984 0.0026 0.1430 0.8382
H -0.495349 3.212868 0.134728 -0.0537 0.3084 -0.1805
H -1.262077 1.647742 -0.171126 0.4350 0.3353 -0.2283
H 1.585246 0.133085 -1.895038 -0.1409 0.1376 0.4976
H -1.006736 -0.435394 -0.830847 1.4663 -2.6274 2.2512
H 0.331217 0.832581 -2.620690 0.1000 0.0439 0.6238
```
Forces are in eV/Å.

Listed below, in e, are the Mulliken charges computed for each atom: number 1, C, carries -1.03; number 2, C, carries -0.35; number 3, S, carries -0.27; number 4, H, carries 0.29; number 5, H, carries 0.28; number 6, H, carries 0.32; number 7, H, carries 0.29; number 8, H, carries 0.28; number 9, C, carries -1.27; number 10, C, carries 0.39; number 11, C, carries -1.20; number 12, N, carries -0.54; number 13, H, carries 0.36; number 14, H, carries 0.31; number 15, H, carries 0.37; number 16, H, carries 0.26; number 17, H, carries 0.28; number 18, H, carries 0.35; number 19, H, carries 0.29; number 20, H, carries 0.22; number 21, H, carries 0.11; number 22, H, carries 0.25